15
Properties=species:S:1:pos:R:3:forces:R:3 method="wB97M-V/def2-TZVPD" energy_ha=-1405.8070 orbital_gap_ev=7.30 lumo_ev=-0.85 multiplicity=1 total_charge=0 relative_energy_kj_mol=305.8 homo_ev=-8.15
C -1.933380 0.283906 -0.105578 0.9 -1.5 0.6
C -0.789371 -0.308628 0.807435 -1.5 -1.1 1.6
C 0.431143 -0.587385 -0.099704 0.6 1.2 -1.0
C 2.377180 1.045633 -0.371011 -0.2 -1.9 -1.1
H -2.078017 -1.951801 0.236256 -1.3 0.7 -1.9
H -1.009396 -1.320026 1.481388 -0.1 2.2 -2.2
H -0.697364 0.344152 1.693431 1.0 0.4 -0.8
H 0.129502 -0.903976 -1.382795 1.0 0.9 4.4
H 1.019367 -1.427152 0.453409 -0.5 1.9 -1.6
H 0.385666 1.531439 -0.087148 -0.5 1.5 0.0
H 2.604845 2.062436 -0.583627 0.9 0.8 0.2
N 1.112772 0.869568 -0.125197 -2.1 -4.2 0.5
S -2.698568 -1.160416 -0.785881 0.2 -0.1 1.2
S -2.090741 1.867989 -0.510722 -0.1 -1.3 0.3
S 3.236365 -0.345745 -0.620251 1.6 0.7 -0.1